Computed, not measured: C4H4S2 in the gas phase, with ωB97M-V/def2-TZVPD.

Calculated values
Energy above the lowest of the compared OMol25 structures with the same formula, charge and spin, eV: 4.069
SMILES: C#C[C@H](S)C=S
Total energy, a.u.: -951.02297
Total charge: 0
Strongest force on any atom, Eh/bohr: 0.1351
HOMO-LUMO gap (spin up / spin down), eV: 8.135 / 8.134

Each line ends with the Mulliken charge.
Element x y z (Å)
1 C 1.774 1.537 -0.157  0.21
2 C 0.867 0.842 0.131  -0.87
3 C -0.383 -0.457 0.274  0.13
4 S 0.356 -2.077 -0.129  -0.20
5 C -1.516 -0.114 -0.493  -0.31
6 S -2.805 0.714 0.137  -0.18
7 H 2.484 2.285 -0.193  0.50
8 H -0.694 -0.202 1.381  0.30
9 H 1.493 -1.965 0.606  0.16
10 H -1.577 -0.564 -1.556  0.26

=====

Computed, not measured: a molecular structure, C24H18Br2N8O3STi, with ωB97M-V/def2-TZVPD.

Calculated values
Total energy, a.u.: -7984.94441
Total charge: 0
Strongest force on any atom, Eh/bohr: 0.0506
HOMO-LUMO gap (spin up / spin down), eV: 4.769 / 4.953

Each line ends with the Mulliken charge.
Element x y z (Å)
1 Ti 0.277 -0.627 0.321  -0.45
2 O -1.090 -0.612 4.133  -0.67
3 C -0.914 -0.684 2.939  0.14
4 N 0.268 -0.902 2.260  0.47
5 C 1.414 -1.374 2.861  -0.04
6 O 1.590 -1.682 4.022  -0.69
7 C 2.503 -1.504 1.841  0.41
8 C 3.759 -1.967 2.205  -0.78
9 C 4.747 -2.083 1.247  -0.47
10 C 4.429 -1.735 -0.068  -0.77
11 C 3.163 -1.278 -0.363  -0.47
12 N 2.196 -1.144 0.565  1.06
13 C -2.032 -0.498 1.955  0.21
14 C -3.355 -0.404 2.358  -0.81
15 C -4.333 -0.196 1.406  -0.41
16 C -3.953 -0.072 0.071  -0.89
17 C -2.622 -0.191 -0.260  -0.34
18 N -1.669 -0.415 0.658  0.75
19 H 3.915 -2.219 3.245  0.55
20 H 5.734 -2.441 1.503  0.43
21 H 5.162 -1.818 -0.857  0.44
22 H 2.897 -0.992 -1.373  0.53
23 H -3.572 -0.482 3.414  0.54
24 H -5.373 -0.123 1.690  0.43
25 H -4.684 0.138 -0.696  0.43
26 H -2.280 -0.081 -1.283  0.49
27 C 2.987 4.461 3.112  -1.21
28 C 1.813 4.291 2.227  0.91
29 N 0.950 5.191 1.916  -0.84
30 N 0.065 4.560 1.090  0.21
31 C 0.352 3.264 0.866  0.19
32 S -0.446 2.172 -0.097  -0.40
33 N 1.500 3.094 1.607  0.21
34 N 2.160 1.896 1.678  -0.62
35 H 3.065 5.504 3.402  0.36
36 H 3.899 4.161 2.594  0.29
37 H 2.882 3.843 4.006  0.30
38 H -0.693 5.074 0.679  0.15
39 H 3.061 1.946 1.219  0.27
40 H 2.274 1.606 2.641  0.28
41 Br 0.732 -0.006 -4.546  -0.19
42 C 0.351 -1.596 -3.584  -0.15
43 C 0.184 -2.805 -4.251  -0.45
44 C -0.093 -3.951 -3.538  0.27
45 Br -0.259 -5.587 -4.486  -0.24
46 C -0.230 -3.945 -2.135  0.06
47 C -0.548 -5.051 -1.309  -0.89
48 C -0.631 -4.864 0.061  -1.07
49 C -0.406 -3.620 0.628  -0.28
50 N -0.109 -2.540 -0.130  0.55
51 C -0.032 -2.703 -1.491  0.54
52 C 0.257 -1.511 -2.201  0.42
53 O 0.416 -0.403 -1.488  -0.46
54 H 0.274 -2.843 -5.327  0.44
55 H -0.720 -6.025 -1.742  0.35
56 H -0.878 -5.701 0.699  0.41
57 H -0.459 -3.460 1.697  0.46

=====

Computed, not measured: 2 unconnected molecules or ions with the total composition C5H15NO, with ωB97M-V/def2-TZVPD.

Calculated values
Energy above the lowest of the compared OMol25 structures with the same formula, charge and spin, eV: 0.674
SMILES: CCC[C@@H](C)N.O
Total energy, a.u.: -329.48284
Total charge: 0
Strongest force on any atom, Eh/bohr: 0.0289
HOMO-LUMO gap, eV: 9.968

Each line ends with the Mulliken charge.
Element x y z (Å)
1 C 0.134 -2.413 1.716  -1.23
2 C -1.054 -1.461 1.680  -0.24
3 C -1.515 -1.070 0.234  -0.91
4 C -0.684 0.043 -0.393  0.51
5 C -1.174 0.539 -1.762  -1.54
6 N -0.374 1.133 0.539  -0.63
7 H 0.161 -2.925 2.685  0.36
8 H 1.129 -1.961 1.600  0.30
9 H 0.073 -3.201 0.964  0.32
10 H -1.922 -1.967 2.096  0.30
11 H -0.769 -0.556 2.219  0.28
12 H -1.347 -1.954 -0.359  0.34
13 H -2.580 -0.819 0.307  0.39
14 H 0.290 -0.418 -0.577  0.13
15 H -0.331 0.886 -2.328  0.39
16 H -1.875 1.360 -1.640  0.36
17 H -1.659 -0.262 -2.310  0.38
18 H -0.042 1.943 0.031  0.27
19 H -1.203 1.466 1.019  0.23
20 O 3.839 2.621 -1.641  -0.64
21 H 4.596 3.015 -2.083  0.31
22 H 4.032 2.632 -0.688  0.32

=====

Computed, not measured: a molecular structure, C45H56As3ClF5N4OSi2Tl, with ωB97M-V/def2-TZVPD.

Calculated values
Energy above the lowest of the compared OMol25 structures with the same formula, charge and spin, eV: 1.871
Total energy, a.u.: -10460.87704
Total charge: -2
Strongest force on any atom, Eh/bohr: 0.0734
HOMO-LUMO gap, eV: 4.732

Each line ends with the Mulliken charge.
Element x y z (Å)
1 Tl 0.594 1.128 0.342  1.13
2 C -1.612 -3.783 -0.836  -1.51
3 C -1.300 -4.017 0.593  -1.21
4 As -1.456 -2.313 1.523  1.01
5 C -3.345 -1.836 1.236  0.22
6 C -3.581 -0.430 1.374  -0.75
7 C -4.856 0.123 1.326  -0.93
8 C -5.934 -0.763 1.002  -0.28
9 C -5.745 -2.118 0.887  -0.85
10 C -4.450 -2.645 1.014  0.04
11 C -1.598 -3.033 3.342  -0.02
12 C -2.728 -3.618 3.909  -0.62
13 C -2.604 -4.009 5.226  -0.42
14 C -1.470 -3.870 6.041  -0.85
15 C -0.396 -3.206 5.464  -0.22
16 C -0.486 -2.833 4.127  -0.03
17 As -0.505 -2.403 -1.744  0.99
18 C 1.175 -3.395 -1.653  0.52
19 C 1.384 -4.509 -2.490  -0.68
20 C 2.597 -5.166 -2.306  -0.47
21 C 3.608 -4.753 -1.442  -0.81
22 C 3.384 -3.619 -0.684  -0.47
23 C 2.229 -2.917 -0.867  -0.18
24 C -1.093 -2.865 -3.621  0.33
25 C -0.540 -2.005 -4.556  -0.68
26 C -0.791 -2.250 -5.908  -0.44
27 C -1.523 -3.346 -6.296  -0.63
28 C -2.128 -4.142 -5.335  -0.38
29 C -1.981 -3.900 -3.958  -0.30
30 H -2.603 -3.461 -1.084  0.71
31 H -1.406 -4.741 -1.436  0.51
32 H -0.303 -4.405 0.719  0.53
33 H -1.895 -4.808 1.117  0.49
34 H -2.767 0.277 1.536  0.66
35 H -5.023 1.205 1.400  0.45
36 H -6.954 -0.444 0.743  0.30
37 H -6.616 -2.726 0.611  0.34
38 H -4.360 -3.703 0.855  0.41
39 H -3.633 -3.822 3.386  0.38
40 H -3.474 -4.478 5.619  0.38
41 H -1.474 -4.308 7.037  0.36
42 H 0.491 -3.044 6.069  0.43
43 H 0.353 -2.376 3.675  0.23
44 H 0.623 -4.918 -3.129  0.41
45 H 2.748 -6.058 -2.840  0.38
46 H 4.433 -5.382 -1.357  0.45
47 H 4.066 -3.303 0.106  0.40
48 H 2.086 -2.024 -0.262  0.20
49 H 0.161 -1.204 -4.305  0.26
50 H -0.226 -1.676 -6.641  0.33
51 H -1.535 -3.581 -7.341  0.37
52 H -2.731 -5.037 -5.595  0.29
53 H -2.485 -4.555 -3.257  0.32
54 O 1.721 -1.684 2.200  0.14
55 C 2.549 -1.357 3.286  -0.75
56 C 1.971 -0.447 4.393  0.24
57 C 1.226 0.675 4.014  0.25
58 C 0.576 1.371 5.007  -0.68
59 C 0.710 0.923 6.326  -0.59
60 C 1.526 -0.139 6.586  -0.46
61 N 2.172 -0.834 5.635  -0.56
62 H 1.460 -0.874 1.749  -0.39
63 H 3.478 -0.984 2.905  0.05
64 H 2.741 -2.242 3.889  0.42
65 H 1.288 1.016 2.994  0.24
66 H -0.075 2.174 4.822  0.75
67 H 0.210 1.352 7.209  0.35
68 H 1.625 -0.501 7.591  0.39
69 N -3.533 3.210 -2.457  -0.17
70 C -4.716 3.862 -2.418  0.79
71 C -4.743 5.269 -2.139  -0.24
72 N -5.936 5.882 -2.111  -0.64
73 C -7.039 5.205 -2.346  -0.26
74 C -6.989 3.856 -2.658  -0.14
75 N -5.825 3.189 -2.718  -0.67
76 H -2.691 3.689 -2.304  0.01
77 H -3.474 2.190 -2.339  0.13
78 H -3.835 5.817 -1.991  0.47
79 H -7.952 5.753 -2.098  0.35
80 H -7.917 3.280 -2.923  0.33
81 F 0.286 4.743 1.673  -0.27
82 C -0.195 3.445 1.752  -0.27
83 F 0.076 3.105 3.091  -0.29
84 C -1.652 3.456 1.579  0.78
85 F -1.892 3.965 0.346  -0.23
86 F -2.406 4.149 2.488  -0.35
87 F -2.139 2.204 1.690  -0.44
88 C 6.270 1.752 -1.957  -1.22
89 Si 4.740 1.277 -0.917  0.27
90 C 5.448 0.007 0.289  -0.66
91 C 3.581 0.282 -2.094  -0.63
92 As 3.522 2.767 0.376  -0.06
93 Si 3.658 4.654 -0.994  0.52
94 C 5.231 5.548 -0.764  -1.15
95 C 2.377 5.849 -0.550  -0.92
96 C 3.536 4.324 -2.868  -0.87
97 H 7.019 0.965 -1.848  0.45
98 H 6.723 2.689 -1.546  0.19
99 H 6.080 1.862 -2.980  0.38
100 H 6.000 -0.706 -0.352  0.30
101 H 4.746 -0.439 0.982  -0.34
102 H 6.331 0.372 0.798  0.41
103 H 3.939 -0.562 -2.736  0.44
104 H 3.168 0.908 -2.872  0.39
105 H 2.698 -0.010 -1.550  -0.41
106 H 5.367 5.874 0.224  0.33
107 H 5.117 6.433 -1.368  0.29
108 H 6.176 5.116 -1.187  0.25
109 H 2.379 6.134 0.546  0.24
110 H 1.365 5.364 -0.604  0.03
111 H 2.547 6.671 -1.156  0.42
112 H 4.239 3.702 -3.411  0.32
113 H 3.586 5.324 -3.306  0.35
114 H 2.538 3.967 -3.028  0.02
115 Cl -0.121 2.963 -2.961  -0.39
116 C -0.202 1.433 -1.852  -0.22
117 H 0.284 0.693 -2.486  -0.24
118 H -1.271 1.139 -1.891  0.09

=====

Question: Which of these has the lowest strongest force on any atom?
Answer: C5H15NO